Record 1
A structure of composition C38H79Cl4N8O18Tl, computed with ωB97M-V/def2-TZVPD.

XYZ file:
```
148
C38H79Cl4N8O18Tl, DFT ωB97M-V/def2-TZVPD
Tl -0.83 1.69 3.11
C 0.53 -0.50 -1.09
C 0.18 0.47 0.02
O -0.78 1.26 0.01
O 1.07 0.53 0.91
H 1.10 -0.05 -1.90
H -0.38 -0.95 -1.51
H 0.98 -1.43 -0.76
O -2.58 0.99 5.51
C -3.91 1.56 5.34
C -4.64 1.50 3.90
O -3.91 1.84 2.75
H -3.79 2.60 5.61
H -4.62 1.23 6.10
H -5.51 2.16 3.96
H -5.14 0.53 3.89
C 3.59 1.30 -5.57
C 2.30 1.31 -6.32
O 2.59 0.50 -7.46
C 3.88 0.31 -7.57
O 4.40 -0.40 -8.38
O 4.53 0.99 -6.60
H 3.63 0.54 -4.78
H 3.83 2.20 -4.99
H 2.12 2.35 -6.60
H 1.35 0.94 -5.92
C 4.02 -0.32 -0.33
C 4.27 0.88 0.52
O 4.23 1.95 -0.40
C 4.28 1.45 -1.68
O 4.20 2.10 -2.72
O 4.41 0.07 -1.58
H 3.06 -0.81 -0.17
H 4.77 -1.05 -0.03
H 5.25 0.83 0.99
H 3.55 0.91 1.34
C 3.13 -0.98 5.19
C 2.26 -0.95 3.91
O 1.28 -0.24 3.75
N 2.68 -1.63 2.89
C 3.65 -2.75 2.80
H 4.14 -0.67 4.94
H 3.11 -2.02 5.52
H 2.77 -0.25 5.91
H 2.10 -1.48 2.08
H 3.57 -3.22 1.82
H 3.37 -3.48 3.56
H 4.69 -2.44 2.94
C 2.06 -5.65 0.49
C 2.75 -4.77 -0.50
O 2.30 -3.70 -0.79
N 3.93 -5.16 -1.00
C 4.67 -4.25 -1.90
H 2.03 -5.16 1.47
H 2.44 -6.66 0.61
H 1.05 -5.73 0.07
H 4.35 -6.07 -0.87
H 4.23 -4.21 -2.89
H 5.61 -4.80 -2.01
H 4.76 -3.25 -1.48
C -0.61 -3.11 1.26
C -0.91 -2.37 2.59
O -1.40 -1.21 2.66
N -0.66 -3.14 3.67
C -0.80 -2.67 5.02
H -1.18 -4.01 1.04
H 0.47 -3.30 1.18
H -0.91 -2.37 0.52
H -0.35 -4.10 3.63
H -1.34 -1.72 4.95
H 0.21 -2.44 5.37
H -1.30 -3.39 5.67
C 4.14 2.98 3.81
C 2.87 3.72 3.59
O 1.83 3.10 3.30
N 2.93 5.06 3.70
C 1.68 5.86 3.43
H 3.89 2.38 4.69
H 4.98 3.63 4.06
H 4.47 2.42 2.94
H 3.75 5.52 4.05
H 1.81 6.51 2.56
H 1.36 6.35 4.35
H 0.89 5.18 3.11
C -3.49 2.56 -1.08
C -4.85 3.19 -0.83
O -5.39 3.84 -1.70
N -5.29 3.05 0.43
C -6.47 3.65 0.93
H -2.75 2.97 -0.38
H -3.10 3.01 -2.00
H -3.51 1.48 -1.21
H -4.71 2.60 1.13
H -6.50 3.65 2.02
H -7.32 3.06 0.57
H -6.66 4.68 0.61
C -7.09 0.07 1.61
C -6.27 -0.86 0.75
O -6.77 -1.75 0.13
N -5.00 -0.53 0.65
C -4.01 -1.31 -0.06
H -8.13 -0.17 1.39
H -6.82 1.10 1.38
H -6.90 -0.05 2.67
H -4.71 0.34 1.07
H -3.13 -0.67 -0.10
H -4.23 -1.67 -1.06
H -3.83 -2.14 0.63
C -1.31 5.80 -0.35
C -0.29 4.86 0.24
O -0.62 4.10 1.14
N 0.93 4.95 -0.28
C 2.09 4.24 0.13
H -1.05 6.82 -0.06
H -2.35 5.53 -0.20
H -1.20 5.83 -1.44
H 1.07 5.51 -1.11
H 2.68 4.75 0.89
H 2.70 4.03 -0.74
H 1.83 3.29 0.58
C -0.56 3.27 -3.33
C -1.13 2.05 -4.20
O -1.24 2.17 -5.39
N -1.51 0.97 -3.47
C -2.09 -0.31 -3.82
H -0.38 2.94 -2.31
H -1.32 4.05 -3.30
H 0.40 3.62 -3.71
H -1.40 1.01 -2.47
H -1.40 -1.14 -3.75
H -2.61 -0.27 -4.78
H -2.83 -0.49 -3.05
Cl -0.20 -3.95 -5.47
C 1.32 -4.08 -4.58
C 1.54 -2.83 -3.78
Cl 1.87 -1.50 -4.98
H 2.12 -4.37 -5.27
H 1.27 -4.81 -3.77
H 2.35 -2.82 -3.05
H 0.67 -2.54 -3.19
Cl -1.68 -6.57 0.29
C -2.52 -6.75 -1.33
C -1.81 -5.85 -2.38
Cl -2.17 -4.14 -1.94
H -3.56 -6.47 -1.24
H -2.55 -7.81 -1.59
H -2.18 -5.94 -3.40
H -0.74 -6.05 -2.36
```

- Highest occupied orbital energy: -8.4166 eV

---

Record 2
A structure of composition C5H10CuO3, computed with ωB97M-V/def2-TZVPD.

XYZ file:
```
19
C5H10CuO3, DFT ωB97M-V/def2-TZVPD
C -0.10 -1.27 -1.92
O 0.53 0.01 -2.20
C 1.39 0.51 -1.22
C 0.72 1.42 -0.20
O -0.14 0.68 0.67
C -0.61 1.41 1.79
H -0.84 -1.41 -2.72
H 0.67 -2.06 -2.05
H 2.17 1.11 -1.71
H 1.89 -0.32 -0.68
H 0.15 2.21 -0.70
H 1.51 1.89 0.42
H -1.23 0.74 2.39
H 0.25 1.75 2.40
H -1.18 2.29 1.46
Cu -0.94 -0.97 0.01
O -0.43 -2.30 1.43
C -1.67 -2.40 1.18
H -2.15 -3.29 1.66
```

- Highest occupied orbital energy (spin up / spin down): -7.5826 / -7.0479 eV
- Relative energy (zero: lowest compared OMol25 entry of this formula, charge and spin): 229.8 kJ/mol
- Multiplicity: 2